Formula: C5H11N4
Source: the Open Molecules 2025 dataset
Level of theory: ωB97M-V/def2-TZVPD

Calculated values
- SMILES: C[N+](C)(C)n1cncn1
- Multiplicity: 1
- Energy: -11313.1568 eV
- Net charge: +1
- M: 127.17 g/mol
- HOMO level: -14.17 eV

The geometry in XYZ format:
```
20
Properties=species:S:1:pos:R:3:forces:R:3
C -1.331 -0.310 -0.513 -1.729 -0.257 2.015
N -0.130 0.020 0.278 2.729 -1.718 -1.169
C 0.006 1.493 0.425 2.005 -0.253 0.053
C -0.063 -0.701 1.639 0.881 1.033 -0.070
N 1.176 -0.391 -0.804 -1.200 -1.114 3.784
C 2.170 -1.341 -0.661 -0.994 2.395 -2.690
N 2.830 -1.282 -1.783 1.244 -1.161 -0.204
C 2.256 -0.367 -2.581 -2.253 -0.605 5.185
N 1.217 0.190 -1.933 -0.501 1.299 -2.014
H -1.810 -1.290 -0.329 1.302 0.015 -0.427
H -2.088 0.315 -0.063 -0.385 0.572 -0.054
H -1.215 -0.001 -1.511 0.326 0.041 -1.293
H 0.051 1.873 -0.612 0.406 0.155 0.698
H -0.904 1.816 0.861 -0.731 0.493 0.673
H 0.921 1.697 1.103 -1.552 -0.109 -1.443
H 0.913 -0.859 2.065 1.139 1.302 -0.374
H -0.624 -0.156 2.413 -0.195 -0.099 -0.774
H -0.255 -1.727 1.615 -1.691 -1.497 -0.872
H 2.338 -1.990 0.101 0.270 -1.491 2.249
H 2.557 -0.150 -3.508 0.928 0.997 -3.272
```
Positions in Å, forces in eV/Å.

For reference, the natural (NBO) charges in units of e are: C -0.436; N -0.047; C -0.421; C -0.445; N -0.002; C 0.141; N -0.398; C 0.169; N -0.285; H 0.260; H 0.231; H 0.264; H 0.266; H 0.233; H 0.255; H 0.258; H 0.263; H 0.250; H 0.225; H 0.220

Formula: C5H11N2
Source: the Open Molecules 2025 dataset
Level of theory: ωB97M-V/def2-TZVPD

Calculated values
- Multiplicity: 1
- Energy: -8333.4124 eV
- Net charge: +1
- M: 99.16 g/mol
- HOMO level: -14.29 eV

The geometry in XYZ format:
```
18
Properties=species:S:1:pos:R:3:forces:R:3
C -1.552 0.836 -0.065 -1.412 1.801 -0.805
C -2.401 1.608 0.625 1.830 -0.342 -1.143
C -1.006 0.155 -1.279 -2.333 0.363 -0.125
C -1.015 -1.519 0.680 -2.615 -0.088 1.515
C 3.475 0.626 -0.244 -0.652 0.188 -2.068
N 2.311 0.083 -0.411 1.414 -0.142 0.155
N -0.603 -0.176 0.084 -0.688 -4.260 1.247
H -2.359 1.698 1.697 -0.075 -0.292 0.195
H -2.965 2.359 0.083 -0.231 -0.359 -0.013
H -1.661 -0.591 -1.718 -0.062 -0.066 0.190
H -0.348 0.544 -2.032 0.741 0.520 0.465
H -0.793 -1.619 1.742 0.787 0.685 -0.082
H -2.129 -1.685 0.758 0.806 1.180 -0.685
H -0.755 -2.454 0.241 1.317 -0.072 -1.220
H 4.431 0.511 -0.898 -1.740 -0.528 1.197
H 3.503 1.505 0.392 0.118 -0.208 0.447
H 0.354 -0.025 0.270 2.199 1.050 0.427
H 2.281 -0.691 -1.100 0.597 0.569 0.304
```
Positions in Å, forces in eV/Å.

For reference, the natural (NBO) charges in units of e are: C 0.138; C -0.312; C -0.240; C -0.465; C 0.020; N -0.711; N -0.381; H 0.242; H 0.252; H 0.241; H 0.264; H 0.249; H 0.247; H 0.250; H 0.190; H 0.180; H 0.484; H 0.352

Formula: C9H6BrFN2O7PS
Source: the Open Molecules 2025 dataset
Level of theory: ωB97M-V/def2-TZVPD

Calculated values
- Multiplicity: 1
- Energy: -119623.3636 eV
- Net charge: -1
- M: 416.10 g/mol
- HOMO level: -2.57 eV

The geometry in XYZ format:
```
28
Properties=species:S:1:pos:R:3:forces:R:3
O 0.945 -4.178 4.483 1.141 0.179 -0.069
S 0.259 -2.960 4.241 -0.747 -1.386 1.507
O -1.151 -3.065 4.390 -0.166 1.234 -0.327
F 0.947 -1.804 5.252 -0.555 -0.632 -0.979
N 0.697 -2.569 2.520 0.536 1.024 1.542
C 0.301 -3.131 1.401 -0.893 -0.885 -0.075
N 0.902 -2.523 0.407 0.389 0.261 -0.552
C 1.723 -1.541 0.920 0.700 0.466 -1.707
P 2.870 -0.335 0.145 0.577 0.831 0.498
O 2.004 0.340 -1.008 0.505 -0.415 0.321
Br 4.387 -1.623 -0.950 -0.541 -0.249 0.078
C 1.587 -1.552 2.253 0.040 -0.067 -0.357
H -0.387 -3.961 1.346 -0.005 0.081 -0.078
H 0.799 -2.720 -0.581 -0.116 0.010 0.033
H 2.232 1.301 -0.977 -1.169 0.322 -0.521
H 2.091 -0.879 2.928 -0.302 -0.322 0.453
C -1.996 3.167 -3.473 0.405 0.151 -0.127
C -3.038 2.424 -2.892 -0.051 -0.174 0.321
C -2.704 1.835 -1.510 0.771 0.036 0.560
O -3.524 1.219 -0.833 -0.401 -0.113 -0.277
C -1.362 2.014 -1.006 -0.112 -0.318 0.217
C -0.327 2.741 -1.595 -0.204 0.079 -0.361
C -0.689 3.420 -2.924 -0.972 0.058 -0.628
O 0.099 4.153 -3.522 0.554 -0.041 0.310
O 0.828 2.877 -1.139 0.647 -0.271 0.275
O -4.158 2.213 -3.373 0.017 0.061 -0.137
H -2.156 3.625 -4.443 -0.147 -0.009 0.012
H -1.179 1.514 -0.059 0.096 0.091 0.068
```
Positions in Å, forces in eV/Å.

For reference, the natural (NBO) charges in units of e are: O -0.886; S 2.349; O -0.847; F -0.483; N -0.518; C 0.273; N -0.443; C -0.209; P 1.085; O -0.964; Br -0.286; C -0.045; H 0.253; H 0.460; H 0.563; H 0.278; C -0.465; C 0.376; C 0.430; O -0.622; C -0.475; C 0.399; C 0.408; O -0.631; O -0.736; O -0.639; H 0.198; H 0.177